Record 1
# C26H104N52O26

A cluster of 26 separate species, C26H104N52O26 in total at a distorted geometry (the ωB97M-V functional and the def2-TZVPD basis, OMol25).

Summary:
Total energy in a.u.: -5857.37079
Charge: 0
Highest occupied orbital energy in hartree: -0.2954
Relative energy (zero: lowest compared OMol25 entry of this formula, charge and spin) in kcal per mole: 391.6

Cartesian coordinates (Å):
C1 -31.51838 19.04937 9.53855
O1 -30.38848 18.62998 9.45260
N1 -32.44406 18.92721 8.49666
N2 -31.95825 19.79564 10.55835
H1 -32.09006 18.37105 7.73150
H2 -33.41377 19.07149 8.73946
H3 -31.24364 19.91781 11.26156
H4 -32.84219 20.28096 10.61506
C2 -21.63260 11.24816 5.36734
O2 -22.55510 11.68982 5.99394
N3 -21.45574 9.98511 5.23241
N4 -20.70597 11.91986 4.72857
H5 -22.12008 9.41064 5.73116
H6 -20.73082 9.52342 4.70189
H7 -19.98575 11.48483 4.16988
H8 -20.60068 12.89072 4.98637
C3 -27.39135 11.09159 4.27504
O3 -26.93332 12.06125 4.79441
N5 -28.39563 10.44548 4.76099
N6 -27.01025 10.53284 3.11326
H9 -28.83257 10.85462 5.57450
H10 -28.95485 9.66855 4.43887
H11 -27.57593 9.75287 2.81036
H12 -26.20539 10.92069 2.64222
C4 -21.78329 16.42387 9.76790
O4 -22.82468 15.78027 9.92611
N7 -20.87423 16.37572 10.59230
N8 -21.63448 17.31975 8.86590
H13 -20.03650 16.93340 10.50688
H14 -21.01320 15.77619 11.39314
H15 -20.81434 17.87581 8.67029
H16 -22.27361 17.40490 8.08849
C5 -29.89175 15.48521 14.43131
O5 -29.36798 14.42858 14.46686
N9 -30.27646 16.13216 13.37808
N10 -29.79878 16.30531 15.38629
H17 -30.44214 15.66827 12.49635
H18 -30.36800 17.13751 13.40992
H19 -30.36299 17.14301 15.39196
H20 -29.38235 15.87328 16.19872
C6 -34.32722 17.85823 5.78611
O6 -33.70354 18.87652 5.55295
N11 -33.93462 16.79326 6.43931
N12 -35.54812 17.71529 5.30478
H21 -32.99360 16.59425 6.74747
H22 -34.49447 15.96075 6.32276
H23 -35.87643 18.57224 4.88295
H24 -35.96517 16.79765 5.24057
C7 -30.60118 17.38372 6.17011
O7 -31.28743 16.46690 6.65804
N13 -31.14793 18.35430 5.64516
N14 -29.39331 17.40712 6.08407
H25 -32.13765 18.46213 5.47508
H26 -30.56658 18.90269 5.02757
H27 -28.92108 18.17695 5.63188
H28 -28.97815 16.61205 6.54840
C8 -32.30875 9.72587 10.67999
O8 -31.47572 8.89839 10.75126
N15 -32.21707 11.01724 10.55749
N16 -33.63034 9.43996 10.94752
H29 -33.00695 11.63758 10.66407
H30 -31.43231 11.54773 10.20699
H31 -33.79166 8.46575 11.15965
H32 -34.17211 10.12172 11.45916
C9 -25.37326 7.35673 3.24658
O9 -25.57514 6.14967 3.46625
N17 -25.36510 8.31868 4.10066
N18 -25.11557 7.80330 2.05450
H33 -25.60522 9.26368 3.83719
H34 -25.42320 8.08746 5.08212
H35 -25.18498 7.13855 1.29728
H36 -25.01749 8.74144 1.69344
C10 -29.64757 14.77198 3.47530
O10 -28.44608 14.44800 3.52170
N19 -30.62141 14.02316 3.55146
N20 -29.92421 15.96727 3.06174
H37 -31.46828 14.54942 3.39040
H38 -30.50907 13.17800 4.09293
H39 -30.90433 16.20627 3.01327
H40 -29.18123 16.63077 3.22858
C11 -24.65658 8.64803 7.26927
O11 -23.61516 8.32816 6.84320
N21 -24.99421 9.62432 8.13736
N22 -25.83116 8.08374 7.06409
H41 -25.92499 9.70542 8.52099
H42 -24.14509 10.05460 8.47493
H43 -25.90189 7.25772 6.48720
H44 -26.65671 8.65513 7.17394
C12 -22.64649 11.95198 9.62228
O12 -22.31068 10.71886 9.55447
N23 -23.20734 12.63882 8.69231
N24 -22.28730 12.67159 10.67233
H45 -23.49290 13.55656 9.00262
H46 -23.27654 12.17449 7.79804
H47 -22.31605 13.68084 10.69906
H48 -21.86827 12.17611 11.44629
C13 -28.85534 7.30142 4.93690
O13 -29.07904 8.10892 4.03282
N25 -28.48638 6.07214 4.73612
N26 -28.73170 7.60722 6.19013
H49 -28.58250 5.64662 3.82519
H50 -28.66532 5.45351 5.51418
H51 -28.89125 6.79922 6.77474
H52 -28.98226 8.57376 6.34217
C14 -26.38497 17.76203 9.25391
O14 -26.00168 18.86950 8.95854
N27 -27.62237 17.40144 9.51555
N28 -25.61452 16.77179 9.45975
H53 -27.90365 16.47155 9.23936
H54 -28.41999 18.02083 9.49956
H55 -25.78110 15.78198 9.34748
H56 -24.61845 16.92378 9.52929
C15 -25.37857 13.37394 1.58559
O15 -25.14623 12.34113 2.24431
N29 -24.61285 13.71330 0.57433
N30 -26.11458 14.36937 1.88897
H57 -23.84625 13.13153 0.26778
H58 -24.59039 14.64106 0.17576
H59 -26.10353 15.22975 1.36008
H60 -26.60811 14.21904 2.75727
C16 -27.08987 10.07931 10.94545
O16 -27.40687 10.32465 9.81609
N31 -26.12814 10.61886 11.53577
N32 -27.51644 9.10309 11.75558
H61 -25.67354 10.13437 12.29651
H62 -25.59328 11.29601 11.01090
H63 -28.39755 8.65503 11.54828
H64 -27.39812 9.08237 12.75842
C17 -26.91296 14.47493 11.22695
O17 -25.81217 14.20559 10.88596
N33 -27.26223 15.47236 12.03180
N34 -27.92478 13.64670 11.10684
H65 -28.08548 15.38558 12.61046
H66 -26.43134 16.02068 12.20229
H67 -28.84005 14.04939 11.24911
H68 -27.71285 12.84033 10.53680
C18 -30.41959 10.78965 7.64090
O18 -30.34229 9.60945 7.24261
N35 -31.10185 11.80201 7.06177
N36 -29.78453 11.34178 8.64947
H69 -31.18227 12.48347 7.80286
H70 -31.58290 11.87876 6.17700
H71 -29.03522 10.81831 9.07912
H72 -29.83682 12.32641 8.86830
C19 -24.24039 15.12993 5.39841
O19 -23.39353 15.99417 5.29642
N37 -24.22889 13.81011 5.05293
N38 -25.56869 15.33585 5.67715
H73 -23.47369 13.44500 4.49038
H74 -25.09679 13.29710 5.11367
H75 -26.09326 14.49866 5.88698
H76 -25.93433 16.27654 5.63797
C20 -22.56447 14.79322 13.39056
O20 -21.55963 14.53320 12.74896
N39 -23.74563 14.28498 13.10397
N40 -22.62444 15.60612 14.39322
H77 -24.57859 14.52548 13.62210
H78 -23.78560 13.88696 12.17656
H79 -21.81318 16.16568 14.61427
H80 -23.56075 15.89550 14.63752
C21 -27.91852 13.93828 7.60302
O21 -28.04639 14.62283 8.59642
N41 -28.85930 14.01738 6.69689
N42 -26.90322 13.17824 7.35596
H81 -28.79805 13.44865 5.86449
H82 -29.72530 14.48361 6.92659
H83 -26.06248 13.19528 7.91541
H84 -26.87033 12.56671 6.55283
C22 -35.04867 12.62694 5.95252
O22 -35.94265 13.24512 6.55654
N43 -34.60760 11.44771 6.29038
N44 -34.31767 13.13258 4.85800
H85 -35.09295 11.15948 7.12791
H86 -33.72037 11.08776 5.96889
H87 -34.54912 14.06522 4.54704
H88 -33.53529 12.63916 4.45241
C23 -31.49994 14.77292 9.78263
O23 -31.01081 13.67730 9.65345
N45 -30.86729 15.84493 10.09076
N46 -32.74891 14.87530 9.84445
H89 -31.35063 16.73124 10.05987
H90 -29.86892 15.82954 9.93869
H91 -33.25319 15.74970 9.87908
H92 -33.15265 13.99034 9.57251
C24 -19.62610 14.42296 7.45727
O24 -19.61114 14.01063 6.32204
N47 -20.36177 13.99531 8.39035
N48 -18.75845 15.27505 7.94891
H93 -21.11677 13.43461 8.02196
H94 -20.40258 14.28397 9.35736
H95 -18.02754 15.69583 7.39319
H96 -18.63240 14.99357 8.91068
C25 -29.76407 12.51788 -0.23916
O25 -30.62980 13.30107 -0.64598
N49 -29.53008 11.37397 -0.76166
N50 -29.07714 12.74508 0.82646
H97 -28.80219 10.82532 -0.32663
H98 -30.02187 11.18516 -1.62339
H99 -29.22567 13.60740 1.33088
H100 -28.55820 11.99342 1.25750
C26 -31.54998 10.55476 3.75572
O26 -32.05405 11.51612 4.33273
N51 -31.49511 9.39030 4.33047
N52 -31.13900 10.53769 2.54273
H101 -32.00023 9.49059 5.19932
H102 -30.92403 8.62057 4.01192
H103 -30.60087 9.70722 2.34062
H104 -31.10223 11.39446 2.00915

Forces on atoms 1 to 3 (eV/Å):
C -1.809 0.870 -2.670
O 0.838 -0.608 0.287
N 1.125 -0.109 1.644

=====

Record 2
# C26H10Br5F10NO6PPdS2

A structure of composition C26H10Br5F10NO6PPdS2 at a distorted geometry (the ωB97M-V functional and the def2-TZVPD basis, OMol25).

Summary:
Total energy in a.u.: -16637.35157
Charge: -1
Highest occupied orbital energy (spin up / spin down) in hartree: -0.1622 / -0.1627

Cartesian coordinates (Å):
Pd1 -0.33822 -1.15479 0.03584
F1 -4.82332 5.48961 0.31794
C1 -3.88452 4.53511 0.28094
C2 -2.54312 4.86761 0.46724
F2 -2.18852 6.14651 0.65764
C3 -1.57662 3.87341 0.42844
F3 -0.29932 4.24401 0.58884
C4 -1.89632 2.53861 0.18594
P1 -0.61382 1.20181 0.13864
C5 0.50938 1.78581 1.44014
C6 -0.08842 1.90811 2.69824
C7 0.65688 2.30381 3.79094
C8 2.01668 2.53551 3.64084
C9 2.62138 2.35911 2.40874
C10 1.87698 1.98671 1.30234
C11 0.03618 1.59391 -1.52566
C12 -0.39192 0.74171 -2.54386
C13 0.17088 0.83111 -3.80246
C14 1.16478 1.76401 -4.05006
C15 1.54798 2.64541 -3.05536
C16 0.98098 2.57461 -1.79446
C17 -3.24452 2.23091 -0.02866
Br1 -3.72042 0.45911 -0.44906
C18 -4.22872 3.20861 0.03364
F4 -5.51432 2.89921 -0.15706
H1 -1.14622 1.68581 2.80584
H2 0.18408 2.42791 4.75614
H3 2.60678 2.84481 4.49114
H4 3.68548 2.50041 2.30654
H5 2.37448 1.81721 0.36154
H6 -1.15962 -0.00519 -2.32846
H7 -0.15072 0.16031 -4.58376
H8 1.63718 1.80171 -5.01916
H9 2.30588 3.38641 -3.25746
H10 1.29278 3.26341 -1.02456
Br2 -2.25192 -8.02659 0.13514
C19 -2.23112 -6.14829 0.14814
C20 -3.43942 -5.44819 0.04074
Br3 -5.07042 -6.37899 -0.02656
C21 -3.43082 -4.06779 0.01344
Br4 -5.00842 -3.05829 -0.22426
C22 -2.24182 -3.33169 0.14854
O1 -2.24642 -2.05769 0.17934
C23 -0.97872 -4.05599 0.27844
O2 0.09958 -3.40779 0.39564
C24 -1.03432 -5.46869 0.25854
Br5 0.61108 -6.38339 0.39104
F5 1.90588 -2.48339 -3.51396
C25 1.50568 -2.46909 -2.24196
F6 1.60678 -3.69839 -1.77086
F7 0.17548 -2.17439 -2.28096
S1 2.54548 -1.18049 -1.28306
O3 1.59878 -0.36319 -0.55746
O4 3.22638 -0.49439 -2.32916
N1 3.39478 -2.13819 -0.38636
S2 4.02998 -1.41509 0.86934
O5 5.19518 -2.06909 1.36144
O6 4.06328 0.00711 0.72354
C26 2.76608 -1.73039 2.25394
F8 1.48048 -1.46949 1.92914
F9 2.81998 -2.98969 2.66784
F10 3.04848 -0.95089 3.30314

Forces on atoms 1 to 3 (eV/Å):
Pd -1.493 -1.975 1.097
F 0.321 -0.323 -0.008
C 0.149 -0.059 0.000

=====

Record 3
# C26H11Cl40F3NO3

A cluster of 11 separate species, C26H11Cl40F3NO3 in total at a distorted geometry (the ωB97M-V functional and the def2-TZVPD basis, OMol25).

Summary:
Total energy in a.u.: -19984.66191
Charge: +1
Highest occupied orbital energy in hartree: -0.4288

Cartesian coordinates (Å):
C1 3.22972 2.37148 0.15283
C2 2.07038 2.10860 0.30338
C3 0.73162 1.62626 0.18544
C4 -0.24327 2.49948 -0.32155
C5 0.17717 3.91658 -0.73960
O1 -0.05937 4.87209 -0.07783
O2 0.82358 3.97266 -1.91631
C6 -1.55249 2.02955 -0.44649
C7 -1.83690 0.74688 -0.06604
N1 -0.88910 -0.06946 0.42519
C8 -1.26883 -1.44520 0.81837
F1 -0.92312 -1.66548 2.06457
F2 -0.71487 -2.29377 -0.02895
F3 -2.58292 -1.57727 0.73465
C9 0.40605 0.32621 0.55667
C10 1.50059 -0.56309 1.08334
O3 1.65103 -0.30256 2.48178
C11 2.26917 -1.38382 3.13859
C12 1.49781 -2.20043 3.94239
C13 2.09905 -3.28376 4.57146
C14 3.44824 -3.52223 4.36686
C15 4.20838 -2.67460 3.57348
C16 3.62429 -1.58872 2.93773
H1 4.22453 2.64068 -0.15292
H2 0.63167 3.15589 -2.40400
H3 -2.31452 2.66970 -0.86726
H4 -2.84511 0.38283 -0.19138
H5 1.31309 -1.62247 0.92881
H6 2.42780 -0.31388 0.56301
H7 0.45002 -1.95902 4.05501
H8 1.52086 -3.94426 5.20366
H9 3.93653 -4.37352 4.82380
H10 5.26129 -2.87981 3.42893
H11 4.20159 -0.92198 2.31217
C17 -2.33018 -5.51417 0.43195
Cl1 -3.80403 -4.57142 0.18458
Cl2 -1.53008 -5.72829 -1.12905
Cl3 -1.28556 -4.64388 1.57641
Cl4 -2.75022 -7.08672 1.10723
C18 -2.10622 4.31801 3.46416
Cl5 -1.76150 3.28900 4.85425
Cl6 -1.02100 5.70180 3.47901
Cl7 -1.83453 3.38111 1.96543
Cl8 -3.79202 4.83554 3.51097
C19 -7.85787 -5.26600 1.46569
Cl9 -6.26187 -6.02919 1.47144
Cl10 -8.57446 -5.42753 -0.14040
Cl11 -8.89973 -6.04944 2.65501
Cl12 -7.69631 -3.54813 1.86149
C20 3.71015 -4.56374 -1.72531
Cl13 4.20877 -5.78046 -0.55551
Cl14 4.82768 -3.19062 -1.68215
Cl15 3.70143 -5.26392 -3.34163
Cl16 2.07411 -4.00020 -1.33298
C21 -1.64356 -4.01385 -4.94896
Cl17 -3.00847 -3.75149 -3.85497
Cl18 -1.52894 -2.66285 -6.08096
Cl19 -0.14596 -4.11563 -4.00776
Cl20 -1.87996 -5.51565 -5.83832
C22 2.52216 1.78642 -5.01351
Cl21 0.76952 2.01913 -5.17931
Cl22 3.37043 3.10073 -5.81259
Cl23 2.93462 1.78168 -3.28934
Cl24 2.98313 0.24528 -5.73197
C23 7.22957 3.04945 -2.16575
Cl25 5.85490 3.38834 -1.08076
Cl26 6.96599 1.49540 -2.96323
Cl27 7.33229 4.32778 -3.36950
Cl28 8.71180 2.99334 -1.22093
C24 2.43200 6.52737 -8.04495
Cl29 2.65248 6.57064 -9.79303
Cl30 1.97773 8.12866 -7.46274
Cl31 1.15824 5.36895 -7.63921
Cl32 3.94953 6.03315 -7.27380
C25 -4.16234 8.74181 2.27079
Cl33 -3.14643 10.18244 2.33857
Cl34 -5.59471 9.07188 1.29290
Cl35 -3.24456 7.41388 1.54214
Cl36 -4.65742 8.29625 3.90736
C26 -5.05397 -3.88844 5.08145
Cl37 -5.22203 -2.14060 5.29998
Cl38 -3.87851 -4.51756 6.24078
Cl39 -6.61294 -4.66801 5.34003
Cl40 -4.49434 -4.21919 3.43698

Forces on atoms 1 to 3 (eV/Å):
C -0.082 0.233 -0.205
C 0.144 -0.587 -0.295
C -0.059 0.597 0.249

=====

Record 4
# C26H11N3O4S

The molecule C26H11N3O4S at a distorted geometry (the ωB97M-V functional and the def2-TZVPD basis, OMol25).

Summary:
Total energy in a.u.: -1860.79918
Charge: 0
Highest occupied orbital energy in hartree: -0.3167
Relative energy (zero: lowest compared OMol25 entry of this formula, charge and spin) in kcal per mole: 0.0
SMILES: O=C1c2ccccc2C(=O)c2c1c1c3nc4ccccc4nc3c3cccc4c3c1n2S4(=O)=O

Cartesian coordinates (Å):
O1 1.39050 -1.34983 2.43143
C1 0.99115 -0.17962 2.41084
C2 1.41929 0.76102 3.49894
C3 2.46907 0.39229 4.38210
C4 2.89352 1.29625 5.37605
C5 2.29938 2.54437 5.50457
C6 1.32156 2.96101 4.63467
C7 0.89595 2.09515 3.60934
C8 -0.07232 2.58149 2.64768
O2 -0.56020 3.71412 2.65563
C9 -0.34123 1.68761 1.54828
C10 0.12408 0.35686 1.38300
C11 -0.33277 -0.07527 0.04410
C12 -0.26523 -1.18413 -0.81702
N1 0.38359 -2.29016 -0.46632
C13 0.44582 -3.27443 -1.41367
C14 1.16064 -4.41241 -1.09119
C15 1.31271 -5.43767 -2.01273
C16 0.60963 -5.39916 -3.23219
C17 -0.13601 -4.25647 -3.57365
C18 -0.15418 -3.16618 -2.69821
N2 -0.78633 -2.02787 -3.09625
C19 -0.83631 -1.03445 -2.16292
C20 -1.44463 0.19436 -2.55411
C21 -2.02443 0.49537 -3.81286
C22 -2.64930 1.74747 -4.04664
C23 -2.67331 2.74238 -3.06112
C24 -2.01834 2.51517 -1.85478
C25 -1.49274 1.24875 -1.65498
C26 -1.02559 1.00491 -0.41405
N3 -1.10344 2.01386 0.44856
S1 -1.71330 3.47633 -0.33989
O3 -2.95907 4.04424 0.22011
O4 -0.64510 4.46594 -0.62379
H1 2.91046 -0.61624 4.28584
H2 3.68804 0.97382 6.03596
H3 2.67904 3.18876 6.28310
H4 0.92040 3.98334 4.78914
H5 1.59986 -4.44452 -0.08900
H6 1.92933 -6.30745 -1.74887
H7 0.67689 -6.19614 -3.95933
H8 -0.64956 -4.26486 -4.51530
H9 -1.98721 -0.21929 -4.62027
H10 -3.12012 1.94405 -5.03111
H11 -3.13014 3.70723 -3.29907

Forces on atoms 1 to 3 (eV/Å):
O -0.603 1.724 -0.163
C 1.033 -2.355 0.711
C 0.850 1.519 0.881

=====

Which formula does entry 1 have? C26H104N52O26

=====

Among the records above, which one has the lowest total energy? C26H11Cl40F3NO3